--- P ---
82
Properties=species:S:1:pos:R:3:lowdin_charge:R:1 method="wB97M-V/def2-TZVPD" total_charge=-1 multiplicity=1 mol_weight_g_mol=650.62 gap_ev=6.83
N 1.25373 0.65989 -0.28589 -0.555
O 0.18673 -0.03411 -0.53489 -0.113
O 1.32373 1.88989 -0.37189 -0.051
O 2.30773 0.05589 0.20911 -0.120
C 1.32873 2.44489 3.22311 -0.171
C 2.78273 1.84089 3.25811 0.060
C 3.54973 2.33789 4.53711 0.024
C 2.94973 3.28189 5.57611 -0.164
C 1.57773 3.80589 5.31811 0.076
C 0.79773 3.27189 4.02411 -0.117
N 3.74273 3.81289 6.67211 -0.294
O 4.64173 2.97889 7.29211 -0.044
O 3.39373 4.78589 7.30511 0.064
H 0.77673 2.05689 2.39311 0.073
H 3.05873 0.94689 2.59111 0.103
H 4.64773 2.11189 4.72111 0.098
H 1.17773 4.50989 6.16311 0.123
H -0.33027 3.54589 3.84311 0.132
C 2.24173 -4.37911 -1.10189 -0.006
C 2.69273 -5.10111 -2.37389 -0.001
C 3.22673 -4.36011 -3.54589 0.020
C 3.30873 -2.87111 -3.61589 -0.102
C 2.93773 -2.17911 -2.30189 0.110
C 2.38873 -2.93111 -1.04789 0.015
N 3.78973 -2.05111 -4.70489 -0.363
O 3.68373 -0.81411 -4.66489 0.043
O 4.03673 -2.68011 -5.71989 0.061
H 1.76373 -4.73611 -0.30589 0.013
H 2.64373 -6.11411 -2.34589 0.035
H 3.64473 -4.78611 -4.33189 0.031
H 3.28373 -1.21111 -2.16189 0.057
H 1.91973 -2.45511 -0.32589 -0.008
C -1.89627 -3.24111 -1.03289 -0.073
C -2.60327 -1.99611 -1.62489 0.073
C -4.17127 -2.05911 -1.54889 0.065
C -4.90927 -3.14511 -0.86889 -0.111
C -3.94927 -4.30511 -0.27289 0.059
C -2.49227 -4.29111 -0.40889 -0.130
N -6.30627 -3.33911 -0.85689 -0.315
O -6.90727 -2.25811 -1.32789 -0.015
O -6.99927 -4.30311 -0.43789 0.040
H -0.83827 -3.43411 -1.06789 0.079
H -2.01927 -1.14011 -1.95389 0.071
H -4.62927 -1.32911 -1.94489 0.006
H -4.49327 -5.16611 0.30611 0.119
H -1.92927 -5.15111 0.03311 0.117
C -1.12327 1.25189 -6.38089 -0.229
O -2.09927 2.08089 -6.15189 -0.093
N -0.18927 0.96089 -5.39289 -0.187
C 0.96973 0.17989 -5.70289 -0.060
C -0.23827 1.57189 -4.07689 -0.043
H -1.16627 0.81489 -7.33089 0.104
H 0.89873 -0.15111 -6.68289 0.073
H 1.06873 -0.68911 -5.11789 0.070
H 1.79073 0.76389 -5.42989 0.068
H -1.22527 1.79789 -3.69189 0.086
H 0.55673 2.43889 -4.03189 0.138
H 0.07173 0.90989 -3.32189 0.046
C -1.93027 6.71089 0.65111 -0.302
O -2.97027 7.43489 0.86911 -0.071
N -1.92727 5.39289 0.72611 -0.200
C -0.62127 4.66789 0.53511 0.005
C -3.02127 4.61689 1.09411 -0.070
H -1.04227 7.19489 0.40611 0.109
H -0.85727 3.64789 0.03911 0.115
H -0.39827 4.16789 1.49211 0.062
H 0.07273 5.21989 0.06211 0.046
H -2.82627 3.61189 1.49111 0.096
H -3.60927 4.48889 0.13211 0.131
H -3.47927 5.15189 1.84811 0.063
C 0.23273 -2.67711 1.87711 -0.277
O 0.62573 -3.85711 1.52411 -0.061
N -0.25927 -2.27511 3.04011 -0.100
C -0.52527 -0.87911 3.49611 -0.032
C -0.45027 -3.27711 4.22411 0.024
H 0.13273 -1.95811 1.23111 0.052
H 0.26573 -0.27311 4.04411 0.098
H -1.25727 -0.83811 4.11411 -0.009
H -0.79327 -0.15711 2.54211 0.150
H -0.22827 -4.22911 3.90411 0.043
H -1.37427 -3.15611 4.61011 0.042
H 0.34073 -3.13611 4.98111 0.099

---

--- Q ---
82
Properties=species:S:1:pos:R:3:lowdin_charge:R:1 method="wB97M-V/def2-TZVPD" total_charge=-1 multiplicity=1 mol_weight_g_mol=650.62 gap_ev=6.99
N -1.92088 0.70967 -1.05432 -0.592
O -0.72288 0.32067 -0.87432 -0.120
O -2.35888 1.65567 -0.36132 -0.088
O -2.73388 -0.01633 -1.71232 -0.059
C -1.14688 3.66167 2.53268 -0.048
C -0.99488 4.43167 3.75968 -0.062
C -0.30488 3.85067 4.95168 0.014
C 0.23312 2.43467 4.89268 -0.083
C 0.03612 1.61767 3.58568 0.078
C -0.62988 2.29967 2.39268 0.001
N 0.96312 1.77067 5.99468 -0.335
O 1.28312 2.61867 6.89568 0.013
O 1.28512 0.59567 5.90368 0.057
H -1.68288 4.05467 1.65768 0.101
H -1.38588 5.40967 3.87668 0.066
H 0.00112 4.47767 5.90068 0.129
H 0.48212 0.75867 3.46668 0.002
H -0.81788 1.98667 1.45568 0.013
C 1.73212 -0.24733 -3.80732 -0.102
C 3.00312 -0.59233 -4.51832 -0.022
C 2.97112 -1.70133 -5.48632 -0.022
C 1.73812 -2.32933 -5.99532 -0.084
C 0.41412 -2.04733 -5.09432 0.135
C 0.55412 -0.80833 -4.15932 -0.080
N 1.56512 -3.47033 -6.93632 -0.327
O 0.52212 -4.22533 -7.09032 0.012
O 2.62612 -3.76733 -7.48432 0.031
H 1.64812 0.39867 -3.01032 0.062
H 3.83612 0.01067 -4.20532 0.078
H 3.81712 -2.06833 -6.21232 0.127
H -0.53788 -2.54933 -5.19732 0.081
H -0.34688 -0.74133 -3.50832 0.094
C 2.21412 -1.59933 2.08368 -0.107
C 2.76112 -1.50933 3.47668 -0.025
C 3.47512 -0.18333 3.85868 0.060
C 3.48612 1.05267 2.78768 -0.058
C 2.97212 0.73667 1.40668 0.039
C 2.32512 -0.61033 1.10368 -0.060
N 4.09812 2.36867 3.15468 -0.342
O 4.32212 3.14767 2.20868 0.048
O 4.14212 2.67167 4.37168 0.041
H 1.64812 -2.47433 1.84668 0.065
H 2.49412 -2.11933 4.35368 0.086
H 3.89912 -0.00233 4.82568 0.062
H 2.89212 1.48367 0.70368 0.059
H 1.72212 -0.59433 0.08368 0.131
C -1.00488 4.47167 -5.33032 -0.360
O -0.58888 3.82967 -6.27432 -0.010
N -0.69788 4.02067 -4.10932 -0.157
C -1.18388 4.74867 -2.89532 -0.060
C -0.01888 2.71767 -3.87832 -0.043
H -1.81388 5.17467 -5.62932 0.144
H -2.10188 5.02467 -3.10332 -0.005
H -0.61588 5.59467 -2.36532 0.106
H -1.63688 3.93267 -2.10732 0.139
H -0.54588 1.80867 -3.96132 0.058
H 0.28912 2.72367 -2.72532 0.124
H 0.94212 2.58767 -4.28632 0.052
C 0.15612 -5.49933 -0.83232 -0.296
O 0.73412 -5.44933 -1.95632 -0.056
N -0.37088 -4.33633 -0.30632 -0.152
C -0.81488 -4.46833 1.17768 -0.013
C -0.44288 -3.12133 -0.99832 -0.077
H 0.19012 -6.54533 -0.30532 0.156
H -1.13688 -3.63633 1.61368 -0.006
H 0.11112 -4.83033 1.92368 0.152
H -1.73788 -4.88833 1.20168 0.040
H 0.41712 -2.90433 -1.42032 0.025
H -0.69988 -2.24933 -0.49732 0.048
H -1.19388 -3.14533 -1.89632 0.144
C -4.01288 -0.69933 1.47568 -0.284
O -5.23488 -0.88433 1.09168 -0.068
N -3.56388 -1.39233 2.51368 -0.193
C -2.18688 -0.92533 2.91368 -0.050
C -4.32388 -2.33133 3.31568 -0.073
H -3.22788 -0.05233 0.91968 0.136
H -1.58488 -1.61233 3.58668 0.103
H -2.48388 -0.01233 3.34768 0.069
H -1.48588 -0.90033 2.09568 0.064
H -5.24088 -1.97533 3.71568 0.052
H -3.80388 -2.31133 4.33468 0.102
H -4.66288 -3.33233 2.82668 0.119

---

Which structure loses on stability? P does.

---

--- P ---
9
Properties=species:S:1:pos:R:3:lowdin_charge:R:1 method="wB97M-V/def2-TZVPD" multiplicity=1 smiles="O=NCC(Cl)(Cl)Cl" mol_weight_g_mol=162.40 gap_ev=8.66
O -1.11057 -0.61611 -2.05442 -0.029
N -0.03915 -0.81285 -1.63162 -0.001
C 0.25728 -0.74461 0.13269 -0.239
C 0.09034 0.68402 0.55361 -1.663
Cl -0.17971 0.80859 2.26419 0.599
Cl -1.37618 1.47157 -0.17938 0.559
Cl 1.51872 1.58734 0.11603 0.611
H 1.33017 -1.02757 0.31896 0.109
H -0.49092 -1.35038 0.47994 0.053

---

--- Q ---
9
Properties=species:S:1:pos:R:3:lowdin_charge:R:1 method="wB97M-V/def2-TZVPD" multiplicity=1 mol_weight_g_mol=162.40 gap_ev="7.64 / 7.64"
C -0.12776 0.37185 -0.08429 -0.225
C -1.25363 1.04334 0.56055 -1.612
N -1.45593 -0.91705 -1.35810 -0.003
O -1.94201 -0.30896 -2.15004 0.030
Cl -1.93476 2.34713 -0.38804 0.598
Cl -0.94653 1.64622 2.19298 0.555
Cl -2.54735 -0.32913 0.78412 0.523
H 0.46147 0.96419 -0.84030 0.091
H -0.02149 -0.61183 0.33874 0.043

---

Which structure loses on stability? Q does.

---

--- P ---
61
Properties=species:S:1:pos:R:3:lowdin_charge:R:1 method="wB97M-V/def2-TZVPD" multiplicity=1 mol_weight_g_mol=415.54 gap_ev=7.56
Be 1.23136 11.77242 -29.23242 0.826
C 4.55534 15.26883 -29.22480 -0.134
C 3.09111 15.06717 -29.06733 -0.556
O 2.58864 13.80498 -29.04079 -0.349
H 4.81957 16.32271 -29.34865 0.067
H 4.95561 14.66890 -30.04518 0.064
H 5.16527 15.04335 -28.34070 0.059
H 2.71187 15.61420 -29.95707 0.079
H 2.70405 15.76195 -28.30094 0.090
C -0.56134 7.40200 -29.11636 -0.128
C -0.78517 8.72687 -28.38220 -0.456
O 0.17293 9.63611 -28.89577 -0.399
H -1.14905 6.56407 -28.72627 0.057
H 0.45444 7.01163 -29.20561 0.062
H -0.81951 7.46605 -30.17791 0.056
H -0.53436 8.58427 -27.32464 0.070
H -1.82300 9.03187 -28.55091 0.080
N -0.88299 12.61601 -30.19748 0.053
C -1.06322 13.94090 -30.44626 -0.136
C -2.19950 14.54904 -30.93209 -0.052
C -3.30425 13.73100 -31.16306 -0.078
C -3.17909 12.39062 -30.91336 -0.058
C -1.95506 11.85881 -30.42374 -0.112
H -0.12503 14.48120 -30.38528 0.104
H -2.31821 15.61158 -31.08503 0.107
H -4.24667 14.03905 -31.59660 0.108
H -4.02408 11.71873 -30.84837 0.104
H -1.89350 10.78383 -30.31215 0.097
N -0.18922 12.76438 -27.16475 0.058
C -0.28073 14.12633 -27.02006 -0.102
C -0.86337 14.70095 -25.90041 -0.065
C -1.32540 13.88443 -24.90254 -0.087
C -1.27087 12.52030 -25.04363 -0.067
C -0.72531 11.99704 -26.20744 -0.131
H 0.15215 14.55436 -27.91433 0.084
H -0.85144 15.78212 -25.93256 0.105
H -1.85134 14.23393 -24.02291 0.108
H -1.73959 11.79494 -24.39329 0.105
H -0.70664 10.93345 -26.41126 0.091
N 2.64072 10.91379 -27.40767 0.077
C 2.28265 10.00318 -26.48803 -0.133
C 3.02164 9.69662 -25.35509 -0.066
C 4.26407 10.26492 -25.18808 -0.076
C 4.63002 11.30283 -26.03300 -0.058
C 3.74828 11.63402 -27.05112 -0.112
H 1.29565 9.56417 -26.55648 0.083
H 2.70237 8.89123 -24.70887 0.105
H 4.85695 9.97283 -24.33090 0.106
H 5.57319 11.81868 -25.93225 0.105
H 4.16845 12.32574 -27.76986 0.092
N 1.68566 11.93624 -31.66132 0.062
C 2.35811 12.95619 -32.23877 -0.115
C 2.45302 13.17485 -33.60899 -0.034
C 1.68926 12.30591 -34.41362 -0.073
C 0.97143 11.29833 -33.83552 -0.083
C 0.95772 11.15826 -32.48586 -0.138
H 3.02214 13.50156 -31.57881 0.095
H 3.13354 13.84281 -34.11451 0.104
H 1.65322 12.51512 -35.47467 0.107
H 0.42304 10.74767 -34.58936 0.112
H 0.50099 10.25920 -32.08933 0.114

---

--- Q ---
61
Properties=species:S:1:pos:R:3:lowdin_charge:R:1 method="wB97M-V/def2-TZVPD" multiplicity=1 mol_weight_g_mol=415.54 gap_ev=7.57
Be -1.11037 -4.15576 29.40003 0.862
C -3.59867 -1.94280 26.73164 -0.126
C -2.20065 -1.52061 27.15269 -0.477
O -1.32508 -2.51370 27.59753 -0.349
H -4.16213 -2.33439 27.58525 0.063
H -3.67026 -2.74611 25.99559 0.051
H -4.20781 -1.09809 26.40177 0.065
H -2.33543 -0.77795 27.95358 0.073
H -1.85274 -0.84298 26.36110 0.093
C -1.32918 -7.54605 33.02852 -0.122
C -0.66457 -6.25663 32.51792 -0.529
O -0.95076 -5.82307 31.25198 -0.351
H -0.63383 -7.87250 33.80533 0.060
H -1.44994 -8.33813 32.28646 0.058
H -2.29794 -7.37949 33.50291 0.056
H 0.39600 -6.40350 32.77247 0.078
H -0.97018 -5.61067 33.36042 0.073
N -0.01964 -5.73951 27.76877 0.060
C 0.27158 -7.04085 28.05502 -0.120
C 1.15234 -7.80930 27.34692 -0.072
C 2.01161 -7.15879 26.47581 -0.066
C 1.68094 -5.86715 26.09293 -0.060
C 0.71743 -5.17288 26.80421 -0.140
H -0.39709 -7.48160 28.78320 0.105
H 1.20477 -8.87276 27.53177 0.107
H 2.75072 -7.79770 26.01053 0.107
H 2.24186 -5.41611 25.28634 0.104
H 0.43781 -4.17267 26.49574 0.101
N -1.33833 -1.96687 31.28284 0.058
C -1.27116 -2.36466 32.56384 -0.129
C -0.81577 -1.57325 33.60922 -0.059
C -0.36598 -0.32176 33.27772 -0.084
C -0.57257 0.20530 32.00630 -0.055
C -1.04282 -0.69110 31.05097 -0.162
H -1.73487 -3.33391 32.70158 0.097
H -0.84060 -2.07299 34.56681 0.107
H 0.12349 0.32925 33.99204 0.105
H -0.09614 1.12066 31.68743 0.104
H -1.24111 -0.33891 30.04492 0.098
N -3.04307 -5.65729 28.51164 0.053
C -3.48407 -5.51082 27.26460 -0.150
C -4.46107 -6.29109 26.64886 -0.051
C -5.01930 -7.31414 27.40877 -0.075
C -4.55188 -7.53613 28.70139 -0.064
C -3.62201 -6.65980 29.24098 -0.106
H -3.02000 -4.70015 26.71533 0.085
H -4.92106 -6.08038 25.69492 0.104
H -5.87313 -7.84635 27.01183 0.104
H -5.01600 -8.27459 29.33963 0.102
H -3.15489 -6.75444 30.21376 0.091
N 1.28363 -3.37747 29.64458 0.076
C 2.35202 -3.83987 30.34061 -0.111
C 3.53097 -3.13640 30.56186 -0.063
C 3.57883 -1.84316 30.08204 -0.085
C 2.48675 -1.25355 29.47098 -0.051
C 1.39639 -2.08386 29.27585 -0.154
H 2.22117 -4.80496 30.81381 0.111
H 4.38402 -3.53180 31.09189 0.105
H 4.48408 -1.31424 30.35694 0.106
H 2.52286 -0.19279 29.27465 0.108
H 0.54097 -1.58489 28.83500 0.079

---

Which structure loses on stability? Q does.